No. 1
84
Properties=species:S:1:pos:R:3:forces:R:3 method="wB97M-V/def2-TZVPD" total_energy_ev=-73687.23249 fmax_ev_per_a=10.33 lumo_energy_ev="-1.31 / -1.46" de_lowest_ev=3.783 multiplicity=1 orbital_gap_ha="0.19868 / 0.19386" homo_ev="-6.7140 / -6.7319"
C -3.31165 -1.40079 4.30393 0.1 0.0 -0.7
C -3.71971 -0.31823 3.47240 0.2 -0.6 -0.3
C -3.55839 -0.71870 2.11631 0.3 0.1 0.6
H -4.12181 0.63586 3.81111 0.1 -0.3 -0.1
C -3.04455 -2.04785 2.10644 0.5 0.4 0.3
C -2.90130 -2.47158 3.45873 0.0 0.6 0.0
H -2.57085 -3.45833 3.77990 -0.2 0.2 -0.1
H -3.34753 -1.41750 5.39254 0.0 0.0 -0.3
H -3.80753 -0.12427 1.23905 -0.1 -0.1 0.2
H -2.83771 -2.64742 1.22105 -0.3 0.0 0.2
Mg 0.03583 -0.86923 1.88716 0.0 0.4 3.3
Si 2.64234 1.94983 -1.31582 -0.7 0.4 1.3
C 1.40207 3.19287 -1.99604 -0.2 -0.1 0.4
C 1.41688 3.54023 -3.34994 -0.4 0.0 -0.1
H 2.14999 3.08262 -4.01901 -0.3 0.1 0.2
C 0.47912 4.43773 -3.86753 0.0 0.0 0.2
H 0.48062 4.66510 -4.93500 0.0 0.0 0.3
C -0.47721 5.01820 -3.02973 0.2 -0.2 0.1
H -1.22965 5.69443 -3.43902 0.2 -0.2 0.1
C -0.45657 4.72613 -1.66298 0.2 0.1 0.0
H -1.18834 5.18080 -0.99273 0.2 0.0 -0.2
C 0.50418 3.85152 -1.14355 -0.4 0.1 -0.4
H 0.54515 3.68677 -0.06268 -0.1 0.0 -0.3
C 1.40511 0.53741 -0.45930 1.1 -0.9 -1.0
C 0.07207 0.73702 0.08223 -1.7 0.9 1.1
H -0.33638 1.74529 0.04283 0.0 -0.4 -0.1
C -0.90635 -0.33355 0.11371 -1.6 1.3 0.9
H -1.97543 -0.13486 0.05287 0.4 0.0 0.2
C -0.42103 -1.70894 0.05351 -1.9 -1.4 0.4
H -1.09643 -2.55571 -0.06444 0.3 0.4 0.0
C 1.02174 -1.84989 0.25588 1.7 -1.3 1.5
H 1.42619 -2.85932 0.34419 -0.2 0.4 -0.4
C 1.85987 -0.81167 -0.27679 1.2 0.4 0.5
H 2.87183 -1.06179 -0.59641 -0.2 0.0 0.0
H 3.20321 1.98034 0.08832 -0.9 -1.2 1.6
Si 0.20178 -0.70985 -1.33359 -0.1 -0.4 -10.3
C 0.43336 -2.13978 -2.63586 0.8 0.1 1.7
C -0.71804 -2.73195 -3.14839 0.1 -0.4 -0.6
H -1.70848 -2.35496 -2.87890 0.2 0.0 -0.1
C -0.61220 -3.78921 -4.05985 0.2 0.1 0.2
H -1.51336 -4.23013 -4.48564 0.2 0.1 0.1
C 0.65305 -4.27391 -4.41845 0.0 0.2 0.1
H 0.73915 -5.09660 -5.12990 0.0 0.2 0.2
C 1.80230 -3.70644 -3.86156 -0.1 0.2 0.1
H 2.79037 -4.08790 -4.12192 -0.3 0.0 0.0
C 1.69367 -2.63618 -2.96029 -0.2 -0.7 -0.7
H 2.60455 -2.19683 -2.54855 -0.3 -0.1 -0.1
C -0.63093 0.32754 -2.77121 0.1 0.4 1.7
C -1.81997 1.02245 -2.54496 -0.2 0.4 -0.8
H -2.34903 0.97283 -1.59166 0.2 0.0 -0.2
C -2.38054 1.80900 -3.55895 0.0 -0.1 0.0
H -3.30064 2.36029 -3.36381 0.2 -0.1 -0.1
C -1.76041 1.89892 -4.80649 0.1 -0.1 0.2
H -2.19371 2.51854 -5.59258 0.1 -0.2 0.2
C -0.56190 1.21397 -5.03021 -0.1 0.0 0.3
H -0.05594 1.29079 -5.99313 -0.1 0.0 0.2
C 0.00772 0.45627 -4.00356 -0.2 0.0 -0.6
H 0.95812 -0.04438 -4.19624 -0.3 0.1 0.1
H 3.68703 2.86796 -1.09382 2.1 2.0 -1.9
Cl 3.50293 0.82029 -2.82644 0.0 -0.6 -0.1
C 2.49105 -2.33340 3.09016 0.2 0.1 0.0
N 1.21098 -1.74878 3.51155 -0.1 0.4 0.0
C 0.37140 -2.78376 4.13897 0.0 -0.2 0.4
C 1.44121 -0.61753 4.45880 -0.2 -0.4 0.3
C 0.28899 0.38332 4.41689 0.2 0.3 -0.1
N 0.15204 0.96094 3.05192 0.0 -0.5 0.3
C -0.98941 1.88227 3.00755 -0.3 0.2 0.2
C 1.39714 1.64772 2.65693 0.1 0.0 0.1
H 2.30636 -3.19089 2.43318 0.1 0.2 0.2
H 3.07333 -2.66310 3.96635 -0.1 0.0 -0.2
H 3.06717 -1.58152 2.53637 -0.1 -0.2 0.1
H 0.90370 -3.25161 4.98618 -0.1 0.1 -0.2
H -0.56293 -2.34728 4.51052 0.2 -0.1 -0.2
H 0.12775 -3.55771 3.39853 0.0 0.2 0.2
H 1.51492 -1.01843 5.48480 0.1 0.1 -0.2
H 2.39439 -0.13103 4.21321 -0.3 -0.2 0.0
H -0.66530 -0.09213 4.69542 0.2 0.1 -0.1
H 0.49855 1.19709 5.13532 -0.1 -0.2 -0.1
H -0.82462 2.72700 3.69737 0.0 -0.1 -0.2
H -1.12323 2.26657 1.99017 0.1 -0.1 0.3
H -1.90092 1.35013 3.30394 0.2 0.1 -0.1
H 1.82186 2.17934 3.52480 0.0 0.0 -0.2
H 2.13113 0.92030 2.27848 -0.1 0.4 0.1
H 1.19776 2.36923 1.85736 0.1 -0.3 0.2



No. 2
91
Properties=species:S:1:pos:R:3:forces:R:3 method="wB97M-V/def2-TZVPD" total_energy_ev=-109217.44702 fmax_ev_per_a=0.67 charge=+1 lumo_energy_ev=-4.58 de_lowest_ev=0.713 multiplicity=1 orbital_gap_ha=0.28298 homo_ev=-12.2808
Ti -0.54056 0.66704 -0.39046 0.4 -0.4 -0.3
C 1.53695 1.72497 -0.31574 -0.1 0.2 0.0
C 0.55783 2.69193 0.03646 0.0 0.1 0.0
C -0.07649 2.19491 1.23338 -0.2 0.0 0.1
C 0.63460 1.00177 1.60595 0.0 0.0 0.0
C 1.69884 0.77339 0.71893 -0.1 0.0 0.1
C 3.01923 0.07480 0.99706 0.0 0.0 0.0
C 2.99086 -0.73042 2.29390 0.0 0.0 0.0
C 4.00584 1.24628 1.21703 0.0 0.0 0.0
C 3.53046 -0.74713 -0.18326 0.0 0.0 0.0
C -1.18421 2.75307 2.14236 0.0 0.0 0.0
C -0.69071 4.07342 2.75406 0.0 0.0 0.0
C -1.43794 1.78962 3.31140 0.0 0.0 0.0
C -2.53326 2.93899 1.43467 0.0 0.0 0.0
C 0.50516 4.00191 -0.75383 0.0 0.0 0.0
C -0.84003 4.72577 -0.84147 0.0 0.0 0.0
C 1.52587 4.91770 -0.04413 0.0 0.0 0.0
C 1.00245 3.79203 -2.19475 0.0 0.0 0.0
H 2.18028 1.80248 -1.17847 0.0 0.0 0.0
H 0.43660 0.42612 2.49497 0.0 0.0 0.0
H 2.76630 -0.08140 3.14296 0.0 0.0 0.0
H 3.97646 -1.16444 2.46677 0.0 0.0 0.0
H 2.26748 -1.53846 2.28000 0.0 0.0 0.0
H 3.65410 1.91581 2.00407 0.0 0.0 0.0
H 4.15216 1.82858 0.30659 0.0 0.0 0.0
H 4.97273 0.84287 1.52075 0.0 0.0 0.0
H 2.90352 -1.60977 -0.38937 0.0 0.0 0.0
H 4.53545 -1.11073 0.03657 0.0 0.0 0.0
H 3.59011 -0.14661 -1.09328 0.0 0.0 0.0
H 0.26805 3.93539 3.25901 0.0 0.0 0.0
H -1.41588 4.41452 3.49413 0.0 0.0 0.0
H -0.57723 4.86267 2.01720 0.0 0.0 0.0
H -0.56422 1.67755 3.95591 0.0 0.0 0.0
H -1.75887 0.80370 2.96540 0.0 0.0 0.0
H -2.24561 2.19428 3.92083 0.0 0.0 0.0
H -2.47297 3.49568 0.50811 0.0 0.0 0.0
H -3.21074 3.47141 2.10430 0.0 0.0 0.0
H -2.99481 1.97791 1.21057 0.0 0.0 0.0
H -1.22950 5.02111 0.12737 0.0 0.0 0.0
H -1.59003 4.13380 -1.36240 0.0 0.0 0.0
H -0.68473 5.64229 -1.41191 0.0 0.0 0.0
H 1.23598 5.13580 0.98288 0.0 0.0 0.0
H 1.59509 5.86209 -0.58558 0.0 0.0 0.0
H 2.51844 4.46245 -0.02845 0.0 0.0 0.0
H 0.40805 3.05237 -2.72914 0.0 0.0 0.0
H 2.05632 3.51345 -2.23661 0.0 0.0 0.0
H 0.91161 4.73688 -2.72978 0.0 0.0 0.0
O -4.08318 -0.43425 -1.43711 0.0 0.0 -0.1
S -2.73639 -0.80525 -1.06175 -0.1 0.1 0.1
O -1.64853 -0.55222 -2.00836 -0.3 0.0 0.1
O -2.29492 -0.13421 0.22587 0.1 0.1 0.1
C -2.74713 -2.50832 -0.74558 0.0 0.0 0.0
C -3.92687 -3.23034 -0.77994 0.0 0.0 0.0
C -3.86913 -4.59111 -0.51883 0.0 0.0 0.0
C -2.65262 -5.18128 -0.21596 0.0 0.0 0.0
C -1.48368 -4.43001 -0.17101 0.0 0.0 0.0
C -1.50405 -3.06928 -0.45483 0.0 0.0 0.0
P 0.05671 -2.07024 -0.42811 0.0 0.0 0.0
C 0.87819 -2.97173 0.91556 0.0 0.0 0.0
C 2.04835 -3.70652 0.77063 0.0 0.0 0.0
C 2.58284 -4.37892 1.86324 0.0 0.0 0.0
C 1.94877 -4.32522 3.09459 0.0 0.0 0.0
C 0.77069 -3.60069 3.24131 0.0 0.0 0.0
C 0.23925 -2.92509 2.15720 0.0 0.0 0.0
C 0.86525 -2.46596 -1.99802 0.0 0.0 0.0
C 1.28591 -1.40951 -2.80110 0.0 0.0 0.0
C 1.88320 -1.64731 -4.02789 0.0 0.0 0.0
C 2.06200 -2.95278 -4.46119 0.0 0.0 0.0
C 1.63635 -4.01447 -3.67378 0.0 0.0 0.0
C 1.03405 -3.77434 -2.44958 0.0 0.0 0.0
H -4.86037 -2.73606 -1.01092 0.0 0.0 0.0
H -4.77325 -5.18301 -0.54631 0.0 0.0 0.0
H -2.60674 -6.24094 -0.00275 0.0 0.0 0.0
H -0.55662 -4.91484 0.10409 0.0 0.0 0.0
H 2.55099 -3.75693 -0.18654 0.0 0.0 0.0
H 3.49578 -4.94786 1.74744 0.0 0.0 0.0
H 2.36848 -4.85062 3.94199 0.0 0.0 0.0
H 0.27054 -3.56308 4.19984 0.0 0.0 0.0
H -0.68418 -2.36548 2.27331 0.0 0.0 0.0
H 1.14655 -0.38163 -2.47609 0.0 0.0 0.0
H 2.19889 -0.81824 -4.64658 0.0 0.0 0.0
H 2.52467 -3.14417 -5.42005 0.0 0.0 0.0
H 1.76557 -5.03149 -4.01863 0.0 0.0 0.0
H 0.68981 -4.61001 -1.85433 0.0 0.0 0.0
F -1.20830 1.82652 -1.54812 0.1 0.0 -0.1
Sb -5.26697 1.29059 -2.23410 0.0 0.0 0.1
F -4.19805 2.29023 -1.05800 0.1 0.0 0.0
F -6.06402 -0.06975 -3.23116 0.0 0.0 0.0
F -6.35131 0.84869 -0.77974 0.0 0.0 0.0
F -3.89198 1.38614 -3.49413 0.0 0.0 0.0
F -6.28354 2.70315 -2.86950 0.0 0.0 0.0



No. 3
88
Properties=species:S:1:pos:R:3:forces:R:3 method="wB97M-V/def2-TZVPD" total_energy_ev=-73706.38422 fmax_ev_per_a=2.45 charge=+1 lumo_energy_ev="-2.06 / -4.68" de_lowest_ev=4.004 multiplicity=6 orbital_gap_ha="0.21589 / 0.18715" homo_ev="-7.9354 / -9.7717"
Ir -0.12633 -0.28521 0.16896 -0.5 0.3 -0.8
C -4.55354 1.45826 -0.86473 -0.7 -0.9 0.1
N -4.60649 0.59320 0.31019 0.4 0.4 0.9
C -4.95978 1.19671 1.59928 0.7 0.7 0.2
C -4.03711 2.39552 2.04401 -0.4 0.1 1.2
N -2.59415 2.25929 2.24480 -0.5 -0.5 -1.1
C -1.65129 2.69517 1.18827 -1.2 0.6 0.5
C -2.08555 1.59149 3.36669 0.5 -0.4 0.2
C -2.18709 2.05858 4.69150 0.5 0.1 -0.1
C -1.29622 1.52209 5.66351 -1.4 1.3 0.7
C -0.61497 0.35551 5.47566 0.4 -1.0 -0.9
C -0.77698 -0.27732 4.23580 1.8 0.3 1.6
C -1.34431 0.38765 3.18046 -0.9 -0.4 0.7
S -1.38223 -0.75132 1.87430 -1.3 -0.1 0.4
C -4.36601 -0.77541 0.18866 0.2 -1.3 0.0
C -5.26868 -1.72923 0.74035 -0.4 0.3 -0.4
C -5.21948 -3.11161 0.48672 -1.2 0.3 1.0
C -4.19960 -3.58631 -0.27777 1.3 -0.6 -1.2
C -3.20461 -2.71055 -0.74267 -1.6 0.3 0.2
C -3.24542 -1.33014 -0.52226 -0.4 0.0 0.3
S -1.84772 -0.43377 -1.23709 -1.5 -0.3 -1.3
H -4.46595 2.49826 -0.55532 -0.1 -0.1 -0.2
H -5.42207 1.28330 -1.52553 -0.1 0.4 0.4
H -3.73567 1.17424 -1.50129 0.8 0.2 -0.2
H -4.85213 0.49024 2.44849 -0.4 -0.1 -0.9
H -5.98557 1.67696 1.61478 0.8 -0.8 -0.1
H -4.46795 2.63158 3.06090 0.2 0.2 -1.0
H -4.22333 3.24106 1.38038 0.1 0.1 0.2
H -0.74574 2.08141 1.13747 -0.2 -0.1 0.0
H -1.33669 3.73342 1.41443 0.1 -0.4 -0.2
H -2.17961 2.71535 0.21332 0.5 -0.2 0.5
H -2.91343 2.85846 4.97390 1.0 -0.5 -0.4
H -1.18246 2.07258 6.60477 -0.3 -0.3 -0.3
H 0.02701 -0.12464 6.21633 -0.3 0.4 0.0
H -0.23047 -1.21225 4.05246 -0.5 0.2 0.2
H -6.15322 -1.34963 1.25657 0.3 0.0 -0.1
H -6.04174 -3.81097 0.82592 1.1 1.1 -0.3
H -4.17588 -4.62771 -0.64348 0.0 0.6 0.4
H -2.55831 -3.08620 -1.48336 1.2 -0.4 -0.5
C 1.29260 -3.82759 -0.37987 -0.9 0.9 -0.9
C 1.87606 -3.16912 -1.68036 -2.1 -0.8 -0.7
C 0.83566 -2.92301 -2.85317 0.8 0.0 1.0
C 2.87254 -2.07554 -1.42514 0.7 0.3 0.3
C 4.10012 -2.60668 -1.02259 -0.6 1.0 0.0
C 5.23663 -1.84410 -0.85159 -0.4 0.0 -0.2
C 5.16249 -0.50573 -1.15844 -0.7 1.9 0.2
C 3.90019 0.16576 -1.40799 0.4 -1.6 -0.6
C 3.84977 1.67769 -1.52570 -1.3 0.5 -0.4
C 4.22933 2.20141 -2.95564 0.3 0.0 0.5
C 4.68041 2.33522 -0.43271 1.1 -1.0 0.9
C 2.70407 -0.65101 -1.55230 1.3 -1.4 1.2
N 1.38812 -0.11116 -1.45234 2.2 -0.2 -0.9
C 1.03550 0.67179 -2.50491 -0.7 0.6 -0.4
C 1.07564 0.30087 -3.83479 1.1 -0.8 -1.5
C 0.45909 1.09460 -4.80458 1.0 -0.8 -0.9
C -0.28685 2.17959 -4.45780 -0.9 1.0 0.9
C -0.42792 2.54492 -3.10301 0.4 0.6 0.5
C 0.38792 1.86955 -2.22030 -1.0 0.3 -0.7
F 0.64031 2.35457 -1.00726 -0.7 0.5 1.1
H 0.66040 -4.70788 -0.61504 0.3 0.6 0.0
H 0.68099 -3.09692 0.17632 0.1 -0.3 0.1
H 2.11443 -4.18526 0.22342 0.2 0.0 0.3
H 2.38168 -4.03109 -2.06026 1.1 -0.2 -0.5
H 0.19703 -2.08977 -2.59123 -0.5 0.0 -0.1
H 0.24710 -3.84092 -3.01645 0.2 0.4 0.1
H 1.35498 -2.66536 -3.79753 -0.1 -0.3 0.6
H 4.08140 -3.63365 -0.74453 0.3 -0.8 -0.2
H 6.13224 -2.31989 -0.48297 0.2 0.2 -0.1
H 6.08638 0.11273 -1.06718 -1.0 -0.5 -0.2
H 2.76304 1.95705 -1.36444 1.4 -0.2 -0.1
H 5.33448 2.30086 -3.07940 -0.8 0.1 0.2
H 3.71832 3.15850 -3.15655 0.5 -0.2 0.2
H 3.88714 1.53465 -3.73724 -0.1 -0.3 -0.1
H 5.74690 1.98835 -0.48303 -0.9 0.2 0.0
H 4.31165 2.04853 0.57965 0.2 0.2 -0.6
H 4.76685 3.40616 -0.46520 -0.4 0.6 -0.3
H 1.66795 -0.59954 -4.12644 -0.7 0.9 0.3
H 0.60069 0.91449 -5.88472 -0.1 -0.3 0.8
H -0.71817 2.78715 -5.23796 -0.3 0.0 0.0
H -1.04805 3.37103 -2.67805 0.7 -0.6 -0.8
N 2.79403 -1.84304 2.55818 -0.7 -1.5 -1.1
C 2.28808 -0.64019 2.19341 0.9 -2.2 -0.3
N 2.50071 0.35467 3.03544 -0.2 1.5 0.4
O 1.74959 -0.57286 1.06399 1.7 0.6 1.5
H 3.21635 -2.07396 3.43602 0.0 0.3 0.2
H 2.56280 -2.63913 1.93028 0.3 1.1 0.8
H 2.90495 0.28575 3.96002 -0.1 -0.4 -0.4
H 2.21514 1.26947 2.75660 -0.2 0.4 -0.1